Entry 1:
Entry from the OMol25 dataset: a 2-piece molecular cluster, C13H13OP overall at a distorted geometry (ωB97M-V/def2-TZVPD).

The energy above the lowest of the compared OMol25 structures with the same formula, charge and spin is 64.4 kcal per mole. The net charge is 0. The value obtained for the orbital gap (spin up / spin down) is 8.56 / 8.56 eV. Its spin multiplicity is 1. The value obtained for the HOMO energy (spin up / spin down) is -7.98 / -7.98 eV.

Each line ends with the natural charge from an NBO analysis.
Geometry (Å):
1 C 1.601711 -2.379808 1.826459  -0.215
2 C -3.457544 0.321595 0.222531  -0.241
3 C 1.745252 -2.603584 0.421559  -0.198
4 C 1.281112 -1.068310 2.233605  -0.204
5 C -2.960355 -0.369214 -0.872416  -0.191
6 C -2.816071 1.420693 0.627466  -0.194
7 C 1.696642 -1.598380 -0.526703  -0.214
8 C 1.128968 -0.102322 1.292889  -0.201
9 C -1.717084 -0.040102 -1.285964  -0.289
10 C -1.520854 1.872563 0.245152  -0.301
11 C 1.326449 -0.303377 -0.069296  -0.089
12 C -1.026568 1.039077 -0.704729  0.045
13 C 1.113704 0.819282 -1.063955  0.091
14 O 1.231604 0.427110 -2.377069  -0.735
15 P 1.687565 2.518321 -0.810384  0.310
16 H 1.495030 -3.223418 2.406383  0.210
17 H -4.336681 -0.096470 0.805221  0.219
18 H 2.098960 -3.607524 0.090518  0.209
19 H 1.020275 -0.797188 3.209134  0.213
20 H -3.615254 -1.225422 -1.238781  0.217
21 H -3.311761 2.077717 1.381801  0.203
22 H 2.165667 -1.743086 -1.514676  0.234
23 H 1.194346 0.941607 1.673084  0.208
24 H -1.231232 -0.559571 -2.069644  0.221
25 H -1.034299 2.723046 0.711064  0.230
26 H 1.042083 1.072208 -3.093996  0.498
27 H 2.651485 2.229706 -1.769187  -0.017
28 H 2.546850 2.254848 0.249935  -0.020

Cartesian forces, eV/Å:
C -1.2828 2.0902 -3.0859
C -1.9620 -1.6787 0.2716
C 1.2683 -0.9796 1.0955
C 0.0793 -2.3187 -0.9749
C -1.9275 -1.9271 0.3866
C 0.4663 3.8245 2.8607
C 0.3505 1.2028 0.5005
C 1.3010 2.4053 -0.5412
C 1.0903 1.2395 -0.2241
C -1.5441 -1.3828 -0.4782
C 0.3201 -0.4581 -1.5332
C 3.8754 -1.1520 -1.1356
C -4.1713 -0.0243 0.5999
O 0.1447 -0.8415 -0.7160
P -0.2500 0.5552 0.0701
H 0.2696 -1.5044 1.6577
H 0.8928 0.9737 -1.0563
H -0.5075 0.7691 0.3217
H 0.1312 0.0423 1.5753
H 1.4053 1.0646 0.1187
H 0.3212 -0.7792 -0.3205
H -0.9928 0.0414 0.3809
H -0.9745 -0.6324 -0.4253
H 0.4790 -0.6158 -0.6779
H -0.0391 -0.1347 -0.1719
H 0.0659 -0.1822 1.3500
H 0.7555 0.4275 -0.3052
H 0.4353 -0.0247 0.4569

---

Entry 2:
Entry from the OMol25 dataset: an isolated molecule of C13H13P at a distorted geometry (ωB97M-V/def2-TZVPD).

The energy above the lowest of the compared OMol25 structures with the same formula, charge and spin is 15.1 kcal per mole. The net charge is 0. The SMILES is Cp1c2c(c3ccccc31)=CCCC=2. The value obtained for the orbital gap is 8.44 eV. Its spin multiplicity is 1. The value obtained for the HOMO energy is -7.89 eV.

Each line ends with the natural charge from an NBO analysis.
Geometry (Å):
1 C -2.384831 -1.234093 -0.998137  -0.900
2 P -2.046836 0.505868 -0.426660  0.788
3 C -0.410598 0.655129 -1.189308  -0.307
4 C 0.708898 0.295757 -0.079864  -0.034
5 C 0.137902 0.004373 1.176395  -0.098
6 C 0.889476 -0.439832 2.231854  -0.178
7 C 0.258144 -0.645125 3.435702  -0.208
8 C -1.122995 -0.595807 3.520075  -0.220
9 C -1.883600 -0.243100 2.431265  -0.210
10 C -1.269659 0.054854 1.213461  -0.265
11 C 1.972394 0.255058 -0.469910  -0.149
12 C 2.306874 0.614192 -1.957730  -0.424
13 C 1.267549 1.392451 -2.778953  -0.439
14 C -0.113224 1.089769 -2.375784  -0.184
15 H -2.711191 -1.786681 -0.134841  0.235
16 H -1.400636 -1.690252 -1.092013  0.226
17 H -2.956140 -1.276578 -1.863269  0.227
18 H 2.029777 -0.439540 2.261569  0.215
19 H 0.788634 -1.088298 4.304402  0.216
20 H -1.768768 -1.036547 4.379515  0.220
21 H -3.020328 -0.073655 2.639477  0.220
22 H 2.710805 0.076439 0.189014  0.194
23 H 3.360579 1.194312 -1.936350  0.217
24 H 2.528602 -0.410934 -2.502460  0.212
25 H 1.403169 0.964588 -3.866885  0.211
26 H 1.499353 2.490588 -2.891248  0.224
27 H -0.773350 1.367066 -3.219317  0.211

Cartesian forces, eV/Å:
C 2.0742 0.2401 2.2268
P -0.1577 -0.4394 0.4415
C 0.8099 -0.6725 3.4472
C -1.0547 1.0838 -4.0174
C -1.0828 -0.6251 -0.0570
C 1.9817 0.9335 1.6816
C 0.0136 -1.8417 1.4093
C -1.7136 -1.3244 1.4555
C -2.3993 1.1875 -0.2731
C 0.1366 0.2479 0.1475
C -2.3965 1.6640 -3.6812
C 3.0721 -0.9273 0.5447
C 2.0456 -1.0694 -2.2320
C 0.0215 1.3893 -2.1286
H -1.2037 -0.2132 0.1391
H 0.1286 -0.0143 -0.7387
H -1.1391 -0.3060 -1.3904
H -1.7114 -0.1774 -0.5219
H -0.1236 0.6763 -0.6662
H 1.7632 1.1776 -1.0284
H 2.0964 -0.6329 -0.8757
H 2.6754 -0.7562 1.9557
H -2.3165 -1.3284 -0.2070
H -0.3285 1.9222 1.0329
H -0.2461 1.0473 1.7711
H -0.4492 -0.9699 0.4551
H -0.4962 -0.2715 1.1097

---

Entry 3:
Entry from the OMol25 dataset: C13H14AuN3O4SSe as an isolated structure (ωB97M-V/def2-TZVPD).

The net charge is 0. The value obtained for the orbital gap (spin up / spin down) is 7.36 / 6.84 eV. Its expectation value of S² is 2.02. Its spin multiplicity is 3. The value obtained for the HOMO energy (spin up / spin down) is -7.93 / -9.05 eV.

Each line ends with the natural charge from an NBO analysis.
Geometry (Å):
1 Au -0.275376 -0.110969 0.102157  1.266
2 C 0.166071 4.251957 0.509514  -0.256
3 C 1.063311 4.577106 -0.500025  -0.134
4 C 1.519164 3.590191 -1.352328  -0.226
5 C 1.073663 2.279332 -1.190222  0.206
6 N 0.188496 1.995951 -0.221920  -0.481
7 C -0.249323 2.940641 0.609245  0.065
8 C 1.504800 1.139641 -2.005799  -0.096
9 C 2.404468 1.241549 -3.070627  -0.193
10 C 2.771364 0.112616 -3.780865  -0.230
11 C 2.229834 -1.127365 -3.461675  -0.190
12 C 1.322431 -1.240837 -2.411641  -0.297
13 C 0.996161 -0.116289 -1.688187  -0.117
14 H -0.202730 4.992656 1.203404  0.235
15 H 1.404043 5.597157 -0.617983  0.227
16 H 2.219632 3.831762 -2.137137  0.227
17 H -0.951637 2.623137 1.369503  0.221
18 H 2.817824 2.201433 -3.352975  0.207
19 H 3.476144 0.198514 -4.597682  0.218
20 H 2.502823 -2.005277 -4.033788  0.219
21 H 0.864409 -2.196712 -2.177686  0.262
22 C 3.022099 -3.753135 -0.143564  -0.443
23 N 2.840720 -2.374984 0.288027  -0.554
24 C 2.004276 -1.992889 1.237339  0.376
25 N 1.364006 -2.893121 1.967363  -0.756
26 S 1.868388 -0.298624 1.575819  -0.251
27 H 3.693822 -3.760670 -0.997021  0.226
28 H 2.061221 -4.178088 -0.437835  0.237
29 H 3.463246 -4.348019 0.659380  0.208
30 H 3.276543 -1.635457 -0.235468  0.430
31 H 1.204138 -3.806519 1.563222  0.419
32 H 0.596270 -2.542487 2.515463  0.441
33 O -1.815432 -1.244749 -1.156915  -1.049
34 Se -1.754462 -2.481917 -0.053271  2.743
35 O -3.131898 -3.212734 0.204977  -1.001
36 O -1.237333 -1.567492 1.295548  -1.050
37 O -0.538199 -3.488193 -0.389684  -1.112

Cartesian forces, eV/Å:
Au 0.5316 0.1502 0.4075
C 0.0197 -0.0141 -0.0411
C -0.0347 -0.0404 0.0139
C -0.0361 -0.0103 0.0334
C -0.0192 0.2449 0.0438
N 0.1415 -0.0190 -0.1415
C -0.0605 0.0839 0.0389
C 0.1043 -0.2617 -0.1306
C -0.0708 0.0780 0.0747
C 0.0691 -0.0458 -0.0871
C -0.0480 0.0983 0.0995
C -0.0652 -0.2786 -0.0296
C -0.0598 0.2268 0.0553
H -0.0216 -0.0013 -0.0083
H 0.0192 -0.0065 -0.0022
H 0.0176 -0.0220 -0.0064
H 0.0092 0.0008 -0.0072
H 0.0210 -0.0002 0.0032
H -0.0172 0.0185 -0.0041
H -0.0105 0.0068 -0.0202
H -0.0123 0.0236 0.0750
C -0.0873 0.0783 0.1354
N 0.0079 -0.2413 -0.1499
C 0.3094 0.4275 0.0945
N -0.0970 -0.3111 -0.1388
S -0.2633 0.1616 0.0456
H -0.0209 -0.0054 0.0071
H -0.0371 -0.0453 -0.0610
H -0.0158 -0.0044 -0.0367
H -0.0477 0.0782 -0.0190
H -0.0688 0.0044 -0.0147
H -0.1677 0.1218 0.0312
O -0.1613 0.4869 -0.2654
Se 0.1885 -0.8702 -0.1834
O -0.8666 -0.1319 0.2718
O 0.2634 0.1838 0.0433
O 0.5871 -0.1650 -0.1267

---

Number 3 is which compound? C13H14AuN3O4SSe

---

Which formula does entry 3 have? C13H14AuN3O4SSe